# 1
ORCA calculation (wB97M-V/def2-TZVPD) on a 3-piece molecular cluster, C13H31FNO6PS overall.

Properties
E_tot: -50600.8872 eV
HOMO: -9.222 eV
Relative energy (zero: lowest compared OMol25 entry of this formula, charge and spin): 7.41 kJ/mol
E_LUMO: -0.4 eV
Strongest force on any atom: 0.669 eV Å⁻¹
Orbital gap: 8.84 eV
SMILES: CCCNC(=O)O[C@@H](F)P(O)(O)=S.CCOCC.CCOCC

Each line ends with the Mulliken charge.
Atoms and positions in Å:
1 C 7.1438 -5.1965 2.2324  -1.152
2 C 6.6025 -3.8668 1.7149  -0.453
3 C 5.2616 -3.9420 0.9641  -0.371
4 N 4.4636 -5.1230 1.3336  -0.196
5 C 3.4629 -5.4902 0.4136  0.392
6 O 3.5857 -6.3557 -0.3982  -0.505
7 O 2.2525 -4.8145 0.4232  -0.194
8 C 1.8984 -3.9034 1.4050  0.146
9 F 2.2746 -2.6238 1.0570  -0.354
10 P 0.0392 -3.9099 1.5537  0.629
11 O -0.2617 -5.3582 2.1741  -0.494
12 O -0.1789 -2.8926 2.7764  -0.452
13 S -0.9254 -3.4678 -0.0079  -0.352
14 H 8.1662 -5.0641 2.5866  0.389
15 H 7.1450 -5.9490 1.4462  0.306
16 H 6.5572 -5.5762 3.0688  0.275
17 H 6.5100 -3.1645 2.5461  0.280
18 H 7.3412 -3.4393 1.0368  0.331
19 H 4.7122 -3.0185 1.1484  0.221
20 H 5.4533 -4.0083 -0.1057  0.380
21 H 4.1326 -5.0725 2.2870  0.286
22 H 2.3640 -4.1410 2.3687  0.225
23 H 0.4779 -5.7480 2.6574  0.353
24 H 0.0977 -3.2646 3.6245  0.323
25 C -3.6382 1.6889 -0.8853  -0.771
26 C -4.1322 1.8156 0.5451  -0.389
27 O -4.2375 0.5860 1.2387  -0.459
28 C -3.0357 -0.1512 1.3781  -0.176
29 C -1.9429 0.5741 2.1445  -0.949
30 H -4.2834 1.0182 -1.4540  0.282
31 H -3.6405 2.6677 -1.3683  0.194
32 H -2.6209 1.2972 -0.9339  0.255
33 H -5.1431 2.2237 0.5481  0.352
34 H -3.5048 2.5212 1.1030  0.286
35 H -2.6640 -0.4765 0.4006  0.216
36 H -3.3205 -1.0540 1.9177  0.292
37 H -1.6087 1.4767 1.6310  0.275
38 H -1.0798 -0.0830 2.2580  0.284
39 H -2.2969 0.8611 3.1360  0.292
40 C -1.2922 6.5594 -2.3090  -1.103
41 C -1.8283 5.2492 -2.8604  -0.308
42 O -3.2189 5.0659 -2.6710  -0.355
43 C -4.0653 6.0298 -3.2697  -0.338
44 C -3.9339 6.1222 -4.7802  -1.075
45 H -1.5210 6.6487 -1.2466  0.302
46 H -0.2101 6.5984 -2.4359  0.391
47 H -1.7153 7.4249 -2.8204  0.268
48 H -1.3652 4.4139 -2.3348  0.344
49 H -1.5650 5.1431 -3.9191  0.296
50 H -3.9143 7.0139 -2.8113  0.298
51 H -5.0744 5.7112 -3.0089  0.325
52 H -2.9430 6.4580 -5.0879  0.274
53 H -4.6600 6.8354 -5.1711  0.385
54 H -4.1201 5.1509 -5.2398  0.299


# 2
ORCA calculation (wB97M-V/def2-TZVPD) on C22H12ClN6O4S2Zn as an isolated structure.

Properties
Total charge: -1
E_tot: -122755.2457 eV
HOMO: -5.045 eV
Relative energy (zero: lowest compared OMol25 entry of this formula, charge and spin): 129.68 kJ/mol
E_LUMO: 1.8 eV
Strongest force on any atom: 0.591 eV Å⁻¹
Orbital gap: 6.84 eV

Each line ends with the Mulliken charge.
Atoms and positions in Å:
1 Zn -0.3353 0.3530 -0.1077  0.614
2 S -1.5033 2.3799 -0.2564  -0.383
3 C -2.3908 2.1694 1.2390  -0.047
4 C -2.9589 3.3073 1.8244  -0.672
5 C -3.6578 3.2631 3.0213  0.549
6 C -4.1956 4.4758 3.5736  -0.087
7 N -4.6114 5.4531 4.0168  -0.561
8 C -3.8096 2.0344 3.6784  0.549
9 C -3.2627 0.8945 3.1083  -1.003
10 C -2.5556 0.9217 1.9018  0.635
11 S -1.9315 -0.5986 1.2923  -0.539
12 C -4.5003 1.9390 4.9346  -0.129
13 N -5.0500 1.8410 5.9410  -0.558
14 H -2.8404 4.2583 1.3210  0.511
15 H -3.3809 -0.0538 3.6166  0.480
16 O 0.5805 -4.6083 -3.2247  -0.555
17 C 0.8780 -4.9918 -2.0041  0.391
18 O 1.0406 -6.1537 -1.7107  -0.625
19 C 1.0575 -3.9082 -0.9905  -0.073
20 C 1.5160 -4.1072 0.2955  0.340
21 Cl 1.8990 -5.5555 1.0997  -0.158
22 N 1.5784 -2.8985 0.9148  0.396
23 N 1.1491 -1.9242 0.0849  -0.329
24 C 0.8292 -2.5047 -1.0484  -0.023
25 C 0.3397 -1.6110 -2.1672  1.147
26 O 0.3296 -2.0781 -3.3161  -0.828
27 O 0.0732 -0.4088 -1.8740  -0.648
28 C 2.0889 -2.4729 2.1735  -0.062
29 C 1.5166 -1.1681 2.6163  0.287
30 C 1.9867 -0.6251 4.0001  -0.132
31 C 3.0753 -1.4177 4.6491  -1.131
32 C 3.5582 -2.5336 4.1078  -0.609
33 C 3.0622 -3.0904 2.8413  -0.685
34 H 0.4883 -3.6024 -3.2815  0.484
35 H 0.4322 -1.1627 2.5001  -0.025
36 H 1.1694 -0.4447 4.7019  0.475
37 H 3.4665 -1.0593 5.5966  0.400
38 H 4.3499 -3.0775 4.6097  0.365
39 H 3.5110 -3.9975 2.4709  0.408
40 N 1.5428 1.8085 3.3229  -0.187
41 C 2.4670 0.6842 3.3111  -0.085
42 C 2.1379 0.0695 1.9167  0.262
43 N 1.1697 0.9648 1.2804  -0.355
44 C 0.8867 1.8794 2.1388  -0.473
45 H 1.4549 2.4918 4.0499  0.200
46 H 3.4923 0.9861 3.5304  0.401
47 H 2.9725 -0.1553 1.2555  0.518
48 H 0.1564 2.6562 1.9368  0.550


# 3
ORCA calculation (wB97M-V/def2-TZVPD) on C22H15BrCoF4O5P as an isolated structure at a distorted geometry.

Properties
Total charge: +2
E_tot: -161105.9995 eV
HOMO (alpha / beta): -15.566 / -15.565 eV
E_LUMO (alpha / beta): -8.5 / -8.6 eV
Strongest force on any atom: 1.011 eV Å⁻¹
Orbital gap (alpha / beta): 7.04 / 6.94 eV

Each line ends with the Mulliken charge.
Atoms and positions in Å:
1 Co 0.3441 -1.8241 -0.6609  -0.025
2 O 0.8982 -5.5414 0.7452  -0.392
3 C 0.7902 -4.2783 0.4999  0.382
4 O -0.0746 -3.7841 -0.2300  -0.517
5 C 1.8437 -3.4357 1.1755  -0.240
6 O 1.6929 -2.0594 0.7667  -0.365
7 C 2.9206 -1.3504 0.3974  -0.427
8 C 2.8748 -0.9807 -1.0848  0.730
9 O 3.8014 -0.4933 -1.6482  -0.515
10 O 1.6982 -1.2404 -1.6912  -0.479
11 H 0.1996 -6.0591 0.3035  0.431
12 H 2.8337 -3.8149 0.9196  0.470
13 H 1.7180 -3.4989 2.2591  0.376
14 H 3.7901 -1.9518 0.6492  0.533
15 H 2.9491 -0.4447 0.9984  0.202
16 F -3.8631 1.8771 -4.6855  -0.230
17 C -3.0794 1.5277 -3.6979  0.589
18 C -2.7152 2.4560 -2.7313  0.249
19 F -3.1578 3.6906 -2.7981  -0.240
20 C -1.8859 2.0646 -1.6880  0.462
21 F -1.5672 2.9568 -0.7567  -0.321
22 C -1.3978 0.7666 -1.5939  -0.754
23 P -0.3621 0.3116 -0.1903  2.074
24 C -1.3479 0.1499 1.2813  0.834
25 C -1.9632 -1.0788 1.5426  -0.660
26 C -2.8072 -1.2089 2.6309  -0.889
27 C -3.0434 -0.1130 3.4522  -0.576
28 C -2.4484 1.1131 3.1860  -0.841
29 C -1.6002 1.2559 2.1001  -0.376
30 C 0.9609 1.4846 -0.0677  1.041
31 C 1.5103 1.9914 -1.2522  -0.794
32 C 2.5706 2.8766 -1.1912  -0.780
33 C 3.0850 3.2567 0.0432  -0.556
34 C 2.5482 2.7498 1.2227  -0.754
35 C 1.4896 1.8606 1.1738  -0.756
36 C -1.7919 -0.1405 -2.5657  0.306
37 Br -1.2533 -1.9468 -2.4503  0.083
38 C -2.6179 0.2146 -3.6095  0.360
39 F -2.9801 -0.6705 -4.5184  -0.285
40 H -1.8137 -1.9327 0.8868  0.388
41 H -3.2911 -2.1543 2.8336  0.468
42 H -3.7077 -0.2124 4.3001  0.433
43 H -2.6520 1.9635 3.8220  0.458
44 H -1.1580 2.2187 1.8823  0.506
45 H 1.1215 1.6844 -2.2154  0.441
46 H 3.0012 3.2666 -2.1026  0.470
47 H 3.9126 3.9521 0.0871  0.455
48 H 2.9538 3.0555 2.1772  0.484
49 H 1.0706 1.4701 2.0933  0.547


# 4
ORCA calculation (wB97M-V/def2-TZVPD) on C7H7NOS as an isolated structure at a distorted geometry.

Properties
E_tot: -21737.4704 eV
HOMO (alpha / beta): -7.653 / -7.654 eV
Relative energy (zero: lowest compared OMol25 entry of this formula, charge and spin): 657.23 kJ/mol
E_LUMO (alpha / beta): -1.6 / -1.6 eV
Strongest force on any atom: 4.566 eV Å⁻¹
Orbital gap (alpha / beta): 6.03 / 6.03 eV

Each line ends with the Mulliken charge.
Atoms and positions in Å:
1 C -2.3700 -1.0057 0.4793  -0.277
2 C -2.1866 -0.0837 -0.5953  -0.759
3 C -1.3368 -0.7259 1.4768  -0.708
4 C -1.0226 0.7942 -0.3415  0.585
5 C -0.3777 0.1821 1.0111  0.379
6 C -0.0061 1.3717 -1.1239  -0.580
7 C 2.6544 0.4630 -0.7297  -0.959
8 N 0.7376 0.8338 1.3510  -0.632
9 O 2.0591 2.7846 0.5656  -0.649
10 S 1.3708 1.5521 0.1388  1.016
11 H -3.3175 -1.5128 0.7596  0.357
12 H -2.8544 0.2095 -1.3959  0.357
13 H -1.3511 -1.2370 2.4376  0.424
14 H -1.2803 1.8477 0.0752  0.391
15 H 2.5430 -0.6363 -0.5270  0.304
16 H 2.4711 0.6512 -1.7924  0.382
17 H 3.5833 0.8934 -0.4465  0.368


Q: The highest strongest force on any atom belongs to which entry?
A: C7H7NOS


Q: Look up the E_tot of the first one.
A: -50600.8872 eV